89
Properties=species:S:1:pos:R:3:lowdin_spin:R:1 method="wB97M-V/def2-TZVPD" gap_ev="4.70 / 4.23" homo_ha="-0.4565 / -0.4534" charge=+2 lumo_ev="-7.7 / -8.1" s_squared=4.24 multiplicity=4
C -1.537 -2.371 1.436 0.00
C -0.932 -0.292 -2.681 0.01
H 1.421 -4.212 -3.263 0.00
C -0.144 0.801 -2.867 0.01
C -0.770 -2.018 0.329 0.00
C 2.823 4.660 -0.504 0.00
C 0.415 -4.830 -5.082 0.00
C -2.774 1.794 1.266 0.05
C 0.606 -4.015 -3.965 0.00
Br 1.140 2.945 4.749 0.06
C 3.185 1.071 -6.845 0.00
C 0.910 -1.312 6.682 0.01
H 0.799 -2.020 4.634 0.00
H 1.114 1.982 7.567 0.00
H 0.811 5.302 -0.981 0.00
C 1.081 1.230 5.549 0.01
C -1.717 2.437 2.105 0.32
P -0.117 -1.867 -2.300 -0.06
C -2.616 -3.253 1.279 0.00
Mn 1.354 -0.945 -1.030 2.60
H 4.734 3.720 -0.120 0.00
H 0.867 -2.314 7.117 0.00
H -3.906 2.822 4.052 0.02
H 2.130 -0.776 -7.218 0.00
C -2.922 -3.794 0.024 0.00
C -1.087 -2.556 -0.922 -0.01
H -2.707 3.510 5.159 0.00
O -0.058 0.087 2.630 0.05
C 2.432 -0.047 -6.465 0.00
H -1.935 -1.788 -4.508 0.00
H -3.768 -4.477 -0.092 0.00
C -1.472 -3.469 -5.778 0.00
H -4.474 1.869 2.605 0.00
C -0.273 -2.937 -3.742 -0.01
H -3.219 -3.511 2.146 0.00
C 3.180 1.843 -4.546 0.00
C 2.457 -1.938 0.209 -0.39
H -0.713 2.411 1.673 0.01
H -2.011 -0.326 -2.843 0.00
H -0.788 -5.215 -6.844 0.00
C -2.857 2.754 4.368 0.05
H 1.025 -0.308 8.593 0.00
C -1.288 -2.652 -4.663 0.00
C 1.005 -0.185 7.508 0.00
H -1.308 -1.947 2.411 0.00
H 0.120 -1.318 0.398 0.00
C 2.079 2.220 -1.637 -0.01
H 3.475 1.213 -7.888 0.00
C 1.077 1.096 6.945 0.00
H -1.540 1.350 5.356 0.00
C 1.530 4.486 -1.004 0.00
H 3.122 5.623 -0.090 0.00
C 0.891 -1.157 5.293 0.00
C 3.362 2.371 -1.088 0.00
O 2.157 0.585 2.669 0.02
H -1.238 3.946 3.488 0.01
C 1.150 3.257 -1.547 0.00
C -2.147 -3.459 -1.093 0.00
H 2.896 -2.777 -0.370 -0.02
H -4.579 0.629 1.351 0.00
C -2.853 0.144 4.213 0.00
C -2.590 1.372 5.021 0.02
H -3.594 -0.975 2.613 0.00
C 3.731 3.595 -0.530 0.00
C -3.899 1.102 2.080 0.01
H -2.354 -3.880 -2.081 0.00
H -0.493 1.719 -3.346 0.00
C -1.887 3.078 3.272 0.32
H 1.496 -1.113 -4.842 0.00
H -2.568 -0.780 4.744 0.00
C -3.426 0.037 3.009 0.00
H -2.274 -3.239 -6.479 0.00
H 3.482 2.577 -3.801 0.00
C 2.393 0.747 -4.170 0.00
C 1.029 0.112 4.714 0.01
H 3.153 -1.110 0.460 -0.02
H -3.252 2.567 0.628 0.02
H 4.061 1.529 -1.100 0.00
C 3.566 2.011 -5.880 0.00
H 0.136 3.114 -1.915 0.00
H -2.298 1.055 0.599 0.01
H 1.838 -2.277 1.062 -0.01
C 1.044 0.292 3.189 0.00
P 1.640 0.667 -2.491 -0.05
H 1.080 -5.677 -5.259 0.00
C -0.630 -4.568 -5.979 0.00
H -3.196 1.315 5.951 0.00
H 4.154 2.884 -6.163 0.00
C 2.064 -0.224 -5.132 0.00


122
Properties=species:S:1:pos:R:3:mulliken_charge:R:1 method="wB97M-V/def2-TZVPD" gap_ev=9.01 homo_ha=-0.3270 charge=0 lumo_ev=0.1 relative_energy_ev=3.3747 smiles=COCCNCCOC.COCCNCCOC.COCCNCCOC.OCCO.OCCO.OCCO.OCCO.OCCO
C 6.999 -3.858 -1.125 -0.51
H -7.677 -0.018 0.271 0.35
C -7.904 -0.042 -0.795 -0.68
H -8.190 -3.926 -1.363 0.34
H -2.011 10.025 9.357 0.26
C 8.461 -4.242 -1.599 -0.48
C 0.788 -0.276 5.205 -0.34
C -2.934 5.688 5.843 -0.72
H 0.723 -6.697 -4.477 0.31
H -5.829 -0.240 -1.241 0.42
H -3.454 6.640 5.733 0.36
H 0.241 0.067 6.084 0.29
H 0.957 -0.238 -0.288 0.37
H -8.280 -1.442 -2.263 0.21
C -6.572 0.547 -1.371 -0.53
H -3.403 1.198 -7.351 0.32
C 1.090 0.868 -2.228 -0.21
O 1.594 -6.488 -4.822 -0.56
C -2.347 9.027 9.640 -0.70
H 0.742 0.087 -2.904 0.31
H 0.167 5.718 3.213 0.28
H 10.217 -4.622 -3.599 0.31
H -6.604 0.718 -2.447 0.33
C -9.894 -4.849 -3.189 -0.77
H -2.309 -1.234 -6.754 0.27
H 6.437 -3.520 -1.996 0.27
O -1.428 8.029 9.217 -0.35
O -4.562 -0.393 -7.968 -0.50
H -4.213 1.974 0.036 0.26
H -1.602 6.753 6.745 0.28
H 5.515 -0.425 -4.191 0.31
C 5.805 -1.127 1.172 -0.72
O 6.439 -0.654 -4.068 -0.48
H 10.580 -5.736 -2.289 0.31
O 5.881 0.067 0.392 -0.19
N 7.038 -2.665 -0.281 -0.39
C -9.080 -2.168 -0.688 -0.62
H 1.948 -4.108 -2.482 0.28
H -9.976 -1.555 -0.586 0.40
C -4.811 2.147 -0.859 -0.56
H 6.784 -1.162 1.651 0.30
H -0.537 0.523 -0.851 0.30
C 5.995 1.210 1.245 -0.80
H 5.016 -1.048 1.919 0.43
H -0.014 7.471 2.816 0.29
H -1.096 6.384 2.209 0.31
H -4.766 3.195 -1.156 0.29
H -8.733 0.596 -1.101 0.35
C -9.207 -3.539 -1.301 -0.69
C 0.546 0.633 -0.798 -0.65
H 9.118 -4.565 -0.792 0.31
C -2.134 5.584 4.525 -0.56
H -1.223 5.940 9.554 0.36
H 7.620 -0.156 -5.709 0.26
H -2.457 9.058 10.724 0.28
O 8.486 -5.295 -2.533 -0.31
C 9.829 -5.468 -3.032 -0.78
C -4.119 0.484 -6.942 -0.58
H 5.478 -3.312 0.934 0.47
H 6.573 -4.742 -0.650 0.32
H 4.973 -2.269 -0.393 0.27
O 1.156 -2.323 6.558 -0.53
H 1.336 1.566 5.181 0.31
O -9.921 -3.631 -2.531 -0.33
H -3.693 4.927 6.020 0.46
H 0.671 1.816 -2.567 0.24
C 1.422 -4.836 -3.100 -0.41
H 2.511 -0.924 6.240 0.26
H 6.665 -2.206 -7.085 0.38
H 7.110 -1.854 -0.878 0.30
H -8.972 -5.084 -3.720 0.29
H -10.718 -4.937 -3.898 0.26
H 0.079 -5.054 -1.600 0.30
C -2.773 6.129 8.180 -0.62
H 6.162 2.110 0.652 0.25
C 7.065 -1.008 -5.317 -0.34
O 2.501 0.909 -2.140 -0.46
H -1.462 4.728 4.602 0.28
H 7.865 -1.693 -5.037 0.25
H 5.498 -2.366 -5.777 0.26
C -3.615 -0.223 -5.631 -0.04
H -5.003 1.075 -6.700 0.32
H -3.619 6.788 7.984 0.38
O -6.210 1.804 -0.712 -0.37
C -1.980 6.709 9.398 -0.64
C 1.704 -1.353 5.646 -0.28
O 0.629 1.777 0.104 -0.49
C 2.413 -5.709 -3.859 -0.12
H -9.656 -4.312 -0.678 0.47
O -2.368 -0.793 -5.904 -0.49
H 6.901 1.296 1.844 0.34
H -4.328 -0.979 -5.302 0.20
H 2.772 1.332 -1.321 0.28
H 8.999 -3.439 -2.102 0.30
H -3.326 8.874 9.186 0.28
N -2.036 5.868 6.968 -0.40
H 9.801 -6.350 -3.672 0.27
C 6.146 -1.660 -6.297 -0.42
H -4.311 1.578 -1.642 0.16
H 4.735 -1.283 -7.502 0.30
H -2.580 6.686 10.308 0.40
C -0.523 6.556 3.120 -0.75
H 2.972 -6.433 -3.267 0.24
H 0.752 -4.291 -3.765 0.32
H -3.833 -0.846 -8.399 0.30
H -8.814 -2.349 0.353 0.38
H -0.004 -0.737 4.614 0.25
O 1.377 0.799 4.605 -0.50
H 0.914 1.451 0.961 0.30
H -3.255 5.224 8.549 0.35
H 3.112 -5.110 -4.442 0.16
O 0.714 -5.563 -2.110 -0.54
N -8.005 -1.450 -1.291 -0.28
H -3.450 0.534 -4.865 0.19
C 5.757 -2.437 0.346 -0.56
H -10.160 -5.658 -2.508 0.31
H -2.755 5.354 3.659 0.46
H 2.176 -1.876 4.814 0.22
O -1.359 6.820 4.240 -0.32
H 5.090 1.275 1.848 0.29
H 1.752 -3.073 6.622 0.32
O 5.301 -0.698 -6.992 -0.51


no.,molecular weight (g/mol),calculated total energy (a.u.)
1,774.6,-6182.43182
2,709.9,-2479.55160